Entry 1:
Here is the molecule C4H7NO2 from the OMol25 dataset. Energies are from the ωB97M-V functional and the def2-TZVPD basis.

Summary:
Frontier orbital gap   9.56 eV
SMILES   C=C(N)OCC=O
Lowest unoccupied orbital energy   0.85 eV

Element x y z (Å)
H1 -0.57065 -0.73152 -2.11442
C1 0.69093 -0.49848 -0.57392
N1 -0.53737 -0.26556 -1.21699
C2 -1.12736 1.42797 1.10001
H2 -1.14950 -0.71061 1.26800
O1 0.76128 -0.03001 0.71102
H3 -0.76917 0.71764 -1.33044
H4 1.73994 -1.41518 -2.14972
O2 -2.26569 1.69885 1.38693
H5 -0.46268 2.14789 0.56866
H6 -0.16676 0.13228 2.49324
C3 -0.44851 0.11335 1.43369
C4 1.72711 -1.15778 -1.09537
H7 2.57843 -1.42884 -0.48068

Cartesian forces (eV/Å) of the 3 atoms listed first:
-0.04 0.07 0.09
0.07 -0.16 -0.11
0.16 0.06 -0.12

Entry 2:
Here is a cluster of 2 separate species, C4H7NO2 in total from the OMol25 dataset. Energies are from the ωB97M-V functional and the def2-TZVPD basis.

Summary:
Frontier orbital gap   9.88 eV
SMILES   C=C=N.COC=O
Lowest unoccupied orbital energy   0.84 eV

Element x y z (Å)
H1 1.29222 -0.34980 1.79904
H2 0.70494 -1.55131 -0.50534
O1 -1.05757 1.59841 -0.90181
O2 0.61961 0.18703 -1.44479
N1 -1.16526 1.86612 2.19290
H3 -0.36892 -0.97787 1.43747
H4 -1.44337 2.45131 1.41618
C1 -0.73338 0.48948 -1.13756
C2 0.29934 -0.13710 1.71254
C3 1.02458 -1.14345 -1.50074
C4 -0.48373 0.92969 1.88069
H5 -1.43358 -0.36099 -1.06800
H6 2.17120 -1.30492 -1.50600
H7 0.57392 -1.69660 -2.37458

Cartesian forces (eV/Å) of the 3 atoms listed first:
2.45 0.28 0.26
0.22 -0.53 -1.08
-0.24 0.81 -0.23

Entry 3:
Here is a cluster of 2 separate species, C4H7NO2 in total from the OMol25 dataset. Energies are from the ωB97M-V functional and the def2-TZVPD basis.

Summary:
Frontier orbital gap   11.00 eV
Lowest unoccupied orbital energy   0.53 eV

Element x y z (Å)
O1 2.94741 -0.61333 0.75305
H1 0.32880 0.25262 -1.56733
N1 1.44085 1.11374 0.11869
H2 -1.69249 -2.01604 -0.21742
C1 -0.24748 -0.30379 -0.28528
C2 1.87235 -0.21012 0.44075
H3 -0.49137 1.78316 -0.33348
H4 -1.95007 -0.74471 0.97198
H5 -0.34611 1.15660 1.34647
C3 -0.01203 1.05082 0.30913
O2 0.78920 -1.07996 0.21143
H6 -2.36455 -0.43429 -0.70638
C4 -1.63118 -0.93200 -0.06886
H7 1.35668 0.97728 -0.97275

Cartesian forces (eV/Å) of the 3 atoms listed first:
-0.61 0.37 -0.09
-2.41 -2.47 1.85
0.12 0.04 -1.04

Entry 4:
Here is the molecule C4H7NO2 from the OMol25 dataset. Energies are from the ωB97M-V functional and the def2-TZVPD basis.

Summary:
Frontier orbital gap   10.45 eV
SMILES   C=C(C)C(=O)NO
Lowest unoccupied orbital energy   0.51 eV

Element x y z (Å)
N1 1.42051 -0.49548 0.60109
C1 -0.57731 0.50276 -0.05601
H1 -1.79239 -0.20218 -1.65856
H2 1.53914 -1.47446 1.18182
H3 3.29599 -1.05951 0.20560
O1 0.93597 -0.53282 -1.64007
H4 0.44627 1.99950 1.02441
H5 -2.01721 -1.08387 -0.15018
O2 2.52585 -1.65108 0.28469
C2 0.66109 -0.24225 -0.49280
C3 -0.49537 1.62860 0.64832
H6 -2.70479 0.53778 -0.32272
H7 -1.38588 2.16409 0.94954
C4 -1.85186 -0.09109 -0.57512

Cartesian forces (eV/Å) of the 3 atoms listed first:
2.03 -3.12 2.02
-0.03 0.34 -0.36
-0.02 -0.02 0.02

Entry 5:
Here is the molecule C4H7NO2 from the OMol25 dataset. Energies are from the ωB97M-V functional and the def2-TZVPD basis.

Summary:
Frontier orbital gap   10.46 eV
SMILES   C=CO[C@]1(C)NO1
Lowest unoccupied orbital energy   0.97 eV

Element x y z (Å)
H1 -0.69525 0.14473 2.25229
O1 0.52263 -1.04464 0.11740
O2 0.63831 1.25590 0.68026
H2 0.09943 1.63048 -1.85836
H3 -1.07247 0.33009 -1.54995
H4 0.44354 -0.03533 -2.39957
C1 -0.62409 -1.39260 0.80428
N1 1.91517 0.84717 0.06078
H5 -2.05034 -1.14018 2.30078
H6 -1.04575 -2.32100 0.42596
C2 -0.00642 0.57118 -1.60740
C3 -1.14863 -0.74817 1.83997
C4 0.66335 0.27074 -0.28890
H7 2.10877 1.60575 -0.60133

Cartesian forces (eV/Å) of the 3 atoms listed first:
-0.11 -0.10 -0.07
-0.04 0.03 0.06
-0.22 0.09 0.20

Entry 6:
Here is the molecule C4H7NO2 from the OMol25 dataset. Energies are from the ωB97M-V functional and the def2-TZVPD basis.

Summary:
Frontier orbital gap (spin up / spin down)   7.11 / 6.87 eV
Lowest unoccupied orbital energy (spin up / spin down)   -1.98 / -2.10 eV

Element x y z (Å)
C1 -1.22844 -0.85315 0.38627
H1 -0.72625 -2.61597 -0.44674
C2 0.45543 1.08605 0.45952
H2 1.98771 -0.33085 0.38677
O1 -2.04318 -1.22721 1.20744
C3 1.58289 0.48777 -0.27542
H3 -1.59152 1.17645 1.00744
N1 -0.55983 -1.62156 -0.48486
H4 2.39671 1.24849 -0.25957
C4 -0.93825 0.67861 0.28912
O2 1.14251 0.16901 -1.49223
H5 0.14354 -1.18361 -1.11019
H6 0.61845 1.99165 1.05363
H7 -1.23977 0.99433 -0.72117

Cartesian forces (eV/Å) of the 3 atoms listed first:
-0.04 -0.19 -0.04
0.02 0.11 0.01
-0.05 -0.08 -0.02

no.,maximum force (eV/A),E_tot (Eh)
1,0.58,-361.80394
2,5.04,-361.75948
3,3.92,-361.77244
4,4.23,-361.69805
5,0.32,-361.73351
6,0.53,-361.73466